{
  "formula": "C46H41MnN8S2",
  "method": "wB97M-V/def2-TZVPD",
  "symbols": ["Mn", "N", "C", "N", "C", "N", "N", "C", "C", "C", "C", "C", "C", "N", "C", "C", "C", "C", "C", "C", "H", "H", "H", "H", "H", "H", "H", "H", "H", "H", "H", "S", "C", "C", "C", "C", "C", "C", "N", "C", "C", "C", "C", "C", "C", "C", "C", "N", "C", "C", "C", "C", "C", "S", "C", "H", "H", "H", "H", "H", "H", "H", "H", "H", "H", "H", "H", "C", "C", "C", "C", "C", "C", "C", "C", "N", "C", "C", "C", "C", "H", "H", "H", "H", "H", "H", "H", "H", "H", "H", "H", "H", "H", "H", "H", "H", "H", "H"],
  "positions_angstrom": [[-0.3831, 0.3033, 0.3316], [2.8037, 2.6401, 2.6562], [2.1834, 1.8197, 1.8038], [0.9302, 1.4994, 1.8465], [0.1334, 2.0309, 2.8635], [-1.1224, 1.7732, 2.9953], [-1.5968, 0.9437, 1.9791], [-2.8264, 0.6193, 2.0430], [-3.3422, -0.3966, 1.0917], [-4.6819, -0.7323, 1.1214], [-5.1174, -1.7873, 0.3258], [-4.1866, -2.4715, -0.4257], [-2.8582, -2.0509, -0.4007], [-2.4361, -1.0151, 0.3130], [0.7537, 2.9534, 3.8286], [0.0231, 3.5740, 4.8484], [0.6349, 4.4747, 5.6896], [1.9910, 4.7778, 5.5273], [2.7288, 4.1789, 4.5317], [2.0994, 3.2643, 3.6886], [3.7843, 2.8338, 2.5313], [2.7979, 1.3922, 1.0177], [-3.4781, 1.0237, 2.8151], [-5.3658, -0.1885, 1.7578], [-6.1605, -2.0724, 0.3156], [-4.4680, -3.3176, -1.0361], [-2.1144, -2.5697, -0.9882], [-1.0248, 3.3330, 4.9507], [0.0666, 4.9545, 6.4735], [2.4658, 5.4923, 6.1854], [3.7779, 4.4103, 4.4007], [2.1000, 0.7172, -4.7046], [2.9864, 0.5877, -6.1487], [3.9173, -0.4078, -6.0934], [3.9124, -1.0710, -4.8422], [2.9823, -0.5616, -3.9757], [2.6672, -1.0203, -2.6197], [1.7244, -0.3107, -1.8436], [1.3075, -0.7172, -0.6649], [1.8343, -1.8359, -0.1216], [2.8207, -2.5766, -0.7738], [3.3721, -3.7382, -0.1275], [2.9463, -4.1179, 1.0941], [1.9145, -3.3828, 1.7778], [1.4360, -3.7444, 3.0472], [0.4491, -3.0035, 3.6577], [-0.0596, -1.9011, 2.9369], [0.3589, -1.5444, 1.7471], [1.3474, -2.2602, 1.1688], [-0.0715, -3.3278, 4.9935], [0.3390, -4.3240, 5.8345], [-0.3811, -4.3508, 7.0567], [-1.3248, -3.3722, 7.1202], [-1.3446, -2.4189, 5.7069], [3.2155, -2.1499, -2.0543], [2.7699, 1.2465, -6.9729], [4.5760, -0.6574, -6.9103], [4.5772, -1.8868, -4.6002], [1.2719, 0.6085, -2.1989], [4.1404, -4.3002, -0.6425], [3.3721, -4.9855, 1.5809], [1.8579, -4.6133, 3.5363], [-0.8507, -1.2898, 3.3600], [1.1298, -5.0206, 5.5996], [-0.2042, -5.0626, 7.8476], [-2.0103, -3.1601, 7.9232], [3.9422, -2.7410, -2.5980], [-0.5725, -2.8013, -3.7501], [-0.9010, -1.3312, -3.8001], [-1.2154, -0.7071, -5.0010], [-1.5144, 0.6486, -4.9854], [-1.8692, 1.3679, -6.2617], [-1.4813, 1.3697, -3.7996], [-1.1448, 0.7923, -2.5513], [-0.8864, -0.5930, -2.6298], [-0.9988, 1.4442, -1.3373], [-1.2591, 2.9009, -1.3451], [-2.7247, 3.2213, -1.6935], [-1.0572, 3.4724, 0.0570], [-0.2455, 3.6671, -2.2215], [-0.4527, -3.2127, -4.7515], [-1.3624, -3.3762, -3.2591], [0.3549, -2.9823, -3.2008], [-1.2285, -1.2657, -5.9282], [-1.8282, 0.6971, -7.1183], [-1.1851, 2.1977, -6.4490], [-2.8757, 1.7862, -6.2112], [-1.7236, 2.4157, -3.8786], [-0.6317, -1.1200, -1.7216], [-3.3707, 2.7435, -0.9530], [-3.0399, 2.8687, -2.6698], [-2.9025, 4.2977, -1.6506], [-1.8404, 3.1594, 0.7438], [-1.0699, 4.5628, 0.0154], [-0.0880, 3.1726, 0.4459], [-0.1097, 3.2471, -3.2132], [0.7304, 3.6480, -1.7275], [-0.5391, 4.7126, -2.3319]],
  "atomic_forces_ev_per_a": [[-0.1, 0.0, -0.6], [-0.1, 0.0, 0.0], [0.0, -0.1, -0.1], [-0.2, 0.1, 0.1], [0.4, 0.3, 0.3], [-0.4, -0.2, -0.6], [-0.1, 0.1, 0.9], [0.1, -0.2, -0.3], [0.2, 0.4, 0.4], [-0.1, -0.2, -0.2], [0.0, 0.1, 0.1], [0.1, 0.0, -0.1], [-0.1, 0.1, -0.1], [-0.2, -0.1, 0.3], [-0.2, -0.1, -0.1], [0.0, 0.0, 0.0], [0.1, 0.0, 0.0], [-0.1, 0.0, 0.1], [0.0, -0.1, 0.0], [0.2, 0.1, 0.0], [0.0, 0.0, 0.0], [0.0, 0.0, 0.0], [0.0, 0.0, 0.0], [0.0, 0.0, 0.0], [0.0, 0.0, 0.0], [0.0, 0.0, 0.0], [0.1, 0.0, -0.1], [0.0, 0.0, 0.0], [0.0, 0.0, 0.0], [0.0, 0.0, 0.0], [0.0, 0.0, 0.0], [-0.1, 0.1, 0.0], [0.1, 0.0, -0.1], [0.0, 0.0, 0.1], [0.0, 0.1, -0.1], [0.0, -0.2, 0.2], [-0.1, 0.2, -0.1], [0.2, 0.0, 0.0], [0.6, 0.1, 0.3], [-0.2, 0.0, 0.1], [0.1, -0.1, -0.1], [0.0, 0.1, 0.0], [-0.1, 0.1, 0.0], [0.0, -0.1, 0.1], [0.1, 0.0, -0.1], [-0.1, 0.1, 0.1], [-0.1, 0.0, 0.0], [0.1, 0.0, -0.2], [0.0, 0.1, -0.1], [0.1, 0.0, -0.2], [0.0, 0.0, 0.1], [0.0, 0.0, -0.1], [0.0, 0.0, 0.0], [-0.1, 0.1, 0.0], [0.0, -0.1, 0.0], [0.0, 0.0, 0.0], [0.0, 0.0, 0.0], [0.0, 0.0, 0.0], [0.1, 0.0, 0.0], [0.0, 0.0, 0.0], [0.0, 0.0, 0.0], [0.0, 0.0, 0.0], [0.0, 0.0, 0.0], [0.0, 0.0, 0.0], [0.0, 0.0, 0.0], [0.0, 0.0, 0.0], [0.0, 0.0, 0.0], [0.0, 0.0, 0.0], [-0.1, -0.1, 0.0], [0.0, 0.0, 0.1], [-0.1, 0.0, -0.1], [0.0, 0.0, 0.0], [0.0, 0.1, 0.0], [-0.1, 0.1, -0.1], [-0.2, -0.2, 0.1], [0.0, 0.0, -0.4], [0.0, 0.1, 0.0], [0.0, 0.0, 0.0], [0.0, 0.0, 0.0], [0.1, -0.1, 0.0], [0.0, 0.0, 0.0], [0.0, 0.0, 0.0], [0.0, 0.0, 0.0], [0.0, 0.0, 0.0], [0.0, 0.0, 0.0], [0.0, 0.0, 0.0], [0.0, 0.0, 0.0], [0.1, 0.0, 0.0], [-0.2, -0.1, 0.0], [0.0, 0.0, 0.0], [0.0, 0.0, 0.1], [0.0, 0.0, 0.0], [0.0, -0.1, 0.1], [0.0, 0.0, 0.0], [0.1, 0.0, 0.1], [0.0, 0.0, 0.0], [0.0, 0.0, 0.0], [0.0, 0.0, 0.0]],
  "spin_multiplicity": 6,
  "gap_ev": [5.4, 5.5],
  "charge": 1,
  "de_lowest_kj_mol": 38.92,
  "molar_mass_g_mol": 824.96
}